Here is C12H13BrOV as an isolated structure in a non-equilibrium geometry from the Open Molecules 2025 dataset. Energies are from ωB97M-V/def2-TZVPD.

The geometry in ORCA input format:
```
! wB97M-V def2-TZVPD RIJCOSX def2/J DEFGRID3
* xyz -1 3
C 1.94 0.57 -0.96
C 1.35 1.30 -2.07
C 0.61 2.44 -1.50
H 1.22 0.87 -3.06
C 0.86 2.41 -0.07
C 1.68 1.29 0.25
H 1.99 0.92 1.25
H 2.42 -0.42 -0.95
H -0.01 3.16 -2.06
H 0.61 3.21 0.64
V -0.11 0.72 -0.85
Br -2.03 -0.73 -2.19
C -0.81 -2.85 1.19
C 0.24 -2.18 1.94
C 1.44 -2.27 1.20
H 0.08 -1.55 2.82
C 1.15 -2.97 -0.04
C -0.24 -3.34 -0.03
H -0.80 -3.70 -0.89
H -1.88 -2.79 1.41
H 2.39 -1.75 1.41
H 1.85 -3.07 -0.88
C -2.52 2.15 0.35
C -1.57 1.06 0.75
O -1.60 0.29 1.74
H -1.99 3.09 0.14
H -3.31 2.32 1.09
H -2.94 1.81 -0.60
*
```

Calculated values
HOMO energy (alpha / beta)	-0.0906 / -0.0901	hartree
LUMO energy (alpha / beta)	1.80 / 2.46	eV
HOMO-LUMO gap (alpha / beta)	4.268 / 4.912	eV
<S²>	2.299
electronic energy	-4058.23842	hartree

***

Here is C4H7O4 as an isolated structure in a non-equilibrium geometry from the Open Molecules 2025 dataset. Energies are from ωB97M-V/def2-TZVPD.

The geometry in ORCA input format:
```
! wB97M-V def2-TZVPD RIJCOSX def2/J DEFGRID3
* xyz 1 1
C -2.02 0.12 0.11
C -2.43 -1.17 0.41
C 2.80 -0.32 -0.03
C 0.44 0.92 -0.29
O -0.18 -0.01 0.24
O -2.38 1.18 -0.17
O -0.01 2.13 -0.55
O 1.75 0.83 -0.30
H -2.46 -1.95 -0.33
H -1.75 -1.62 1.20
H -3.47 -1.17 0.67
H 3.46 -0.07 0.80
H 3.36 -0.39 -1.09
H 2.17 -1.18 0.25
H 0.71 2.71 -0.92
*
```

Calculated values
HOMO energy	-0.5917	hartree
LUMO energy	-3.78	eV
HOMO-LUMO gap	12.322	eV
electronic energy	-457.26699	hartree

***

Here is a single C5H12N2O2 molecule in a non-equilibrium geometry from the Open Molecules 2025 dataset. Energies are from ωB97M-V/def2-TZVPD.

The geometry in ORCA input format:
```
! wB97M-V def2-TZVPD RIJCOSX def2/J DEFGRID3
* xyz 0 1
C 0.80 -1.63 -0.74
C 0.04 -0.53 0.15
C 0.58 0.82 -0.30
C -1.47 -0.64 0.01
C -0.02 1.98 0.60
N -0.95 2.81 0.07
O 0.23 -2.90 -0.52
O 2.15 -1.72 -0.38
N 0.36 2.16 1.82
H 2.15 -1.96 0.56
H 0.56 -3.47 -1.24
H 0.74 -1.39 -1.81
H 0.30 -0.70 1.20
H -1.41 3.40 0.76
H -1.54 2.46 -0.68
H 1.06 1.46 2.09
H 1.67 0.88 -0.18
H 0.33 1.03 -1.34
H -1.80 -0.45 -1.02
H -1.81 -1.65 0.28
H -1.99 0.06 0.67
*
```

Calculated values
HOMO energy	-0.3362	hartree
SMILES string	[H]/N=C(/N)C[C@@H](C)C(O)O
LUMO energy	0.72	eV
HOMO-LUMO gap	9.870	eV
electronic energy	-457.70999	hartree